Entry 1:
Below is 8 unconnected molecules or ions with the total composition C8H32N16O8 at a distorted geometry, with properties calculated with ωB97M-V/def2-TZVPD.

Summary:
SMILES	NC(N)=O.NC(N)=O.NC(N)=O.NC(N)=O.NC(N)=O.NC(N)=O.NC(N)=O.NC(N)=O
Kohn-Sham gap	9.30	eV
ΔE to the lowest compared entry with this formula, charge and spin	6.7	kcal per mole

Last column: Löwdin charge in e.
Cartesian coordinates (Å):
N1 9.637 27.181 4.264  0.211
C1 10.276 26.366 5.129  -0.610
N2 10.513 26.867 6.369  0.206
O1 10.780 25.258 4.829  -0.081
H1 9.310 26.801 3.387  0.068
H2 9.653 28.179 4.380  0.066
H3 10.313 27.833 6.558  0.061
H4 10.911 26.189 6.994  0.101
N3 8.645 24.114 0.380  0.163
C2 8.790 24.519 1.663  -0.640
N4 9.552 23.721 2.464  0.176
O2 8.289 25.570 2.066  -0.014
H5 7.991 24.570 -0.227  0.103
H6 8.986 23.223 0.069  0.100
H7 9.902 24.116 3.329  0.065
H8 10.080 22.993 2.017  0.097
N5 13.664 24.009 3.934  0.153
C3 14.069 25.195 4.497  -0.698
N6 13.523 26.308 3.911  0.160
O3 14.981 25.259 5.309  0.013
H9 12.787 23.971 3.450  0.077
H10 14.090 23.195 4.338  0.106
H11 13.745 27.209 4.282  0.099
H12 12.896 26.178 3.141  0.090
N7 7.801 27.971 0.479  0.168
C4 8.724 28.953 0.307  -0.655
N8 8.655 29.635 -0.880  0.145
O4 9.466 29.334 1.211  -0.007
H13 7.867 27.306 1.244  0.064
H14 7.256 27.729 -0.330  0.093
H15 9.095 30.537 -0.889  0.101
H16 7.936 29.469 -1.559  0.090
N9 12.521 23.747 7.072  0.159
C5 11.522 22.864 7.378  -0.689
N10 10.410 23.013 6.612  0.156
O5 11.667 21.971 8.203  0.006
H17 12.407 24.367 6.287  0.043
H18 13.392 23.786 7.563  0.101
H19 9.738 22.269 6.585  0.100
H20 10.342 23.727 5.894  0.046
N11 11.462 30.115 5.526  0.164
C6 10.292 30.422 4.868  -0.666
N12 10.441 30.770 3.564  0.171
O6 9.194 30.227 5.394  -0.013
H21 11.365 30.052 6.540  0.052
H22 12.334 30.207 5.043  0.094
H23 11.373 30.794 3.197  0.096
H24 9.675 30.598 2.931  0.074
N13 13.035 28.835 9.930  0.163
C7 12.025 29.505 9.297  -0.629
N14 11.445 30.483 10.074  0.160
O7 11.652 29.252 8.162  0.000
H25 13.106 28.893 10.929  0.096
H26 13.467 28.044 9.487  0.110
H27 10.805 31.097 9.606  0.104
H28 11.627 30.527 11.057  0.096
N15 6.640 28.557 6.991  0.151
C8 7.126 28.917 8.227  -0.672
N16 8.445 29.311 8.203  0.154
O8 6.503 28.690 9.252  0.012
H29 5.704 28.195 7.008  0.096
H30 7.062 28.819 6.118  0.076
H31 8.827 29.601 7.316  0.036
H32 8.825 29.596 9.086  0.080

Forces on atoms 1 to 2 (eV/Å):
-0.08 -0.43 -0.40
1.45 0.62 0.45

Entry 2:
Below is 8 unconnected molecules or ions with the total composition C8H32O8, with properties calculated with ωB97M-V/def2-TZVPD.

Summary:
SMILES	CCO.CO.CO.CO.CO.CO.CO.O
Kohn-Sham gap	10.54	eV
ΔE to the lowest compared entry with this formula, charge and spin	66.2	kcal per mole

Last column: Löwdin charge in e.
Cartesian coordinates (Å):
C1 -0.900 0.150 3.577  -0.068
C2 -0.677 -1.342 3.469  -0.312
O1 0.665 -1.586 3.095  -0.088
H1 -0.194 0.517 4.330  0.075
H2 -1.897 0.364 3.951  0.080
H3 -0.661 0.676 2.654  0.071
H4 -1.400 -1.818 2.793  0.092
H5 -0.882 -1.829 4.431  0.116
H6 0.848 -2.519 2.959  0.097
C3 2.696 1.267 3.397  -0.153
O2 2.653 0.437 2.227  -0.142
H7 1.833 1.938 3.430  0.066
H8 2.722 0.628 4.284  0.079
H9 3.610 1.859 3.389  0.073
H10 2.076 -0.303 2.454  0.022
C4 0.811 1.849 -3.286  -0.145
O3 -0.409 2.034 -2.569  -0.135
H11 0.800 0.888 -3.812  0.073
H12 1.006 2.621 -4.033  0.088
H13 1.662 1.837 -2.602  0.086
H14 -0.875 2.767 -2.974  0.087
C5 -1.388 -4.074 0.797  -0.176
O4 -2.642 -3.552 0.424  -0.108
H15 -1.263 -4.122 1.884  0.071
H16 -1.309 -5.093 0.417  0.083
H17 -0.540 -3.537 0.354  0.065
H18 -2.836 -2.757 0.925  0.064
C6 -2.459 -0.646 -3.673  -0.155
O5 -3.411 0.370 -3.973  -0.118
H19 -2.732 -1.616 -4.091  0.078
H20 -1.457 -0.331 -3.982  0.066
H21 -2.382 -0.751 -2.588  0.073
H22 -3.113 0.831 -4.759  0.068
C7 0.554 3.995 0.012  -0.155
O6 1.750 4.732 -0.239  -0.122
H23 0.648 2.984 -0.376  0.055
H24 0.364 4.004 1.094  0.074
H25 -0.321 4.485 -0.412  0.077
H26 2.487 4.142 -0.069  0.069
C8 0.249 -0.603 -0.110  -0.121
O7 0.639 -0.581 -1.479  -0.140
H27 0.655 0.255 0.428  0.068
H28 -0.836 -0.693 -0.035  0.083
H29 0.711 -1.484 0.331  0.070
H30 0.174 0.134 -1.926  0.025
O8 2.014 -2.055 -3.485  -0.078
H31 1.516 -1.796 -2.687  -0.003
H32 1.442 -2.678 -3.946  0.026

Forces on atoms 1 to 2 (eV/Å):
0.75 -0.18 0.55
-0.70 -0.51 0.36

Entry 3:
Below is 8 unconnected molecules or ions with the total composition C8H32O8 at a distorted geometry, with properties calculated with ωB97M-V/def2-TZVPD.

Summary:
SMILES	CO.CO.CO.CO.CO.CO.CO.CO
Kohn-Sham gap	10.23	eV
ΔE to the lowest compared entry with this formula, charge and spin	85.6	kcal per mole

Last column: Löwdin charge in e.
Cartesian coordinates (Å):
C1 -0.064 2.139 -4.372  -0.178
O1 -0.507 1.468 -3.217  -0.118
H1 0.749 2.826 -4.060  0.079
H2 0.366 1.456 -5.123  0.082
H3 -0.793 2.701 -4.930  0.060
H4 -0.420 0.524 -3.351  0.031
C2 0.317 -2.788 -3.480  -0.182
O2 -0.349 -1.591 -3.297  -0.143
H5 0.150 -3.501 -2.671  0.082
H6 0.019 -3.302 -4.377  0.065
H7 1.425 -2.641 -3.570  0.082
H8 -1.273 -1.728 -2.976  0.029
C3 -0.455 0.385 0.512  -0.125
O3 -0.579 -0.703 -0.381  -0.118
H9 -0.936 1.317 0.132  0.084
H10 -0.978 0.186 1.434  0.067
H11 0.588 0.547 0.785  0.082
H12 0.297 -0.880 -0.719  0.049
C4 -0.656 3.387 1.735  -0.139
O4 -1.935 3.366 1.082  -0.125
H13 0.167 3.405 1.054  0.081
H14 -0.637 4.253 2.325  0.063
H15 -0.477 2.553 2.338  0.035
H16 -2.017 3.947 0.301  0.096
C5 3.179 -0.814 -0.116  -0.163
O5 2.266 -0.836 -1.165  -0.124
H17 4.183 -0.402 -0.357  0.092
H18 2.797 -0.218 0.661  0.048
H19 3.359 -1.826 0.196  0.077
H20 2.645 -1.432 -1.863  0.108
C6 0.636 1.105 5.396  -0.148
O6 0.241 0.323 4.306  -0.116
H21 -0.238 1.190 6.090  0.095
H22 1.405 0.650 5.986  0.076
H23 1.018 2.118 5.236  0.082
H24 -0.423 0.763 3.781  0.071
C7 -3.732 -0.773 -1.747  -0.099
O7 -2.482 -1.401 -2.076  -0.165
H25 -3.678 0.241 -1.994  0.056
H26 -4.506 -1.260 -2.337  0.079
H27 -4.009 -0.863 -0.664  0.098
H28 -1.888 -1.266 -1.294  0.054
C8 1.099 -2.412 2.642  -0.151
O8 2.015 -1.346 2.944  -0.163
H29 0.214 -2.050 2.133  0.061
H30 1.622 -3.105 2.020  0.060
H31 0.820 -2.993 3.560  0.089
H32 1.458 -0.717 3.487  0.043

Forces on atoms 1 to 2 (eV/Å):
1.74 -0.20 -0.12
-0.52 0.42 -0.06

Entry 4:
Below is 8 unconnected molecules or ions with the total composition C8H32O8 at a distorted geometry, with properties calculated with ωB97M-V/def2-TZVPD.

Summary:
SMILES	CO.CO.CO.CO.CO.CO.CO.CO
Kohn-Sham gap	9.75	eV
ΔE to the lowest compared entry with this formula, charge and spin	86.5	kcal per mole

Last column: Löwdin charge in e.
Cartesian coordinates (Å):
C1 -0.615 3.886 1.732  -0.165
O1 -1.259 2.729 2.224  -0.128
H1 -1.359 4.529 1.240  0.071
H2 -0.174 4.434 2.557  0.075
H3 0.061 3.649 0.904  0.062
H4 -1.171 1.986 1.609  0.027
C2 0.198 0.589 -0.170  -0.123
O2 -1.184 0.795 0.123  -0.150
H5 0.686 1.569 -0.119  0.065
H6 0.694 0.022 0.629  0.077
H7 0.338 0.098 -1.133  0.071
H8 -1.641 0.058 -0.312  0.041
C3 -1.068 3.744 -1.889  -0.164
O3 0.321 3.973 -2.087  -0.120
H9 -1.655 4.570 -1.490  0.079
H10 -1.510 3.371 -2.821  0.080
H11 -1.261 2.951 -1.149  0.055
H12 0.627 3.254 -2.643  0.065
C4 -2.356 -2.370 -1.569  -0.114
O4 -2.325 -0.946 -1.790  -0.139
H13 -2.243 -2.904 -2.518  0.082
H14 -1.454 -2.639 -1.019  0.073
H15 -3.305 -2.637 -1.118  0.082
H16 -2.208 -0.775 -2.726  0.085
C5 1.763 -1.912 2.660  -0.173
O5 1.480 -0.951 3.653  -0.108
H17 2.586 -1.600 2.020  0.064
H18 2.032 -2.874 3.118  0.082
H19 0.919 -2.120 1.989  0.068
H20 0.688 -1.215 4.126  0.074
C6 1.208 -2.480 -2.472  -0.169
O6 1.946 -2.654 -1.280  -0.125
H21 0.424 -1.735 -2.309  0.043
H22 1.852 -2.176 -3.304  0.083
H23 0.764 -3.417 -2.808  0.080
H24 2.603 -1.949 -1.203  0.039
C7 3.735 1.082 -0.992  -0.146
O7 3.650 -0.247 -0.529  -0.115
H25 4.343 1.695 -0.318  0.089
H26 4.282 1.175 -1.939  0.081
H27 2.783 1.589 -1.171  0.061
H28 3.914 -0.269 0.392  0.078
C8 -3.054 -2.039 2.369  -0.162
O8 -2.701 -3.326 1.894  -0.120
H29 -2.762 -1.208 1.719  0.065
H30 -4.144 -2.025 2.440  0.081
H31 -2.677 -1.804 3.369  0.077
H32 -1.774 -3.474 2.111  0.068

Forces on atoms 1 to 2 (eV/Å):
-0.96 -0.19 -1.00
0.11 -0.27 0.43

Entry 5:
Below is 10 unconnected molecules or ions with the total composition C8H36N10O10 at a distorted geometry, with properties calculated with ωB97M-V/def2-TZVPD.

Summary:
SMILES	NC(N)=O.NC(N)=O.NC(N)=O.NC(N)=O.NC(N)=O.CC(C)O.O.O.O.O
Kohn-Sham gap	8.96	eV

Last column: Löwdin charge in e.
Cartesian coordinates (Å):
N1 -11.745 -9.986 23.120  0.168
C1 -12.963 -10.588 23.180  -0.674
N2 -13.819 -10.105 22.216  0.143
O1 -13.232 -11.503 23.954  0.000
H1 -11.626 -9.211 22.490  0.045
H2 -10.947 -10.362 23.612  0.044
H3 -13.422 -9.564 21.475  0.083
H4 -14.710 -10.553 22.106  0.095
N3 -9.886 -5.637 21.057  0.151
C2 -10.004 -6.858 21.669  -0.660
N4 -8.829 -7.507 21.834  0.167
O2 -11.082 -7.326 22.040  -0.003
H5 -10.714 -5.181 20.727  0.103
H6 -8.940 -5.438 20.800  0.087
H7 -8.857 -8.304 22.462  0.061
H8 -7.925 -7.177 21.561  0.097
N5 -9.801 -8.692 25.887  0.169
C3 -8.887 -8.045 26.658  -0.675
N6 -7.598 -8.488 26.424  0.140
O3 -9.189 -7.244 27.534  0.012
H9 -9.540 -9.419 25.228  0.038
H10 -10.749 -8.410 26.065  0.113
H11 -6.896 -8.149 27.058  0.095
H12 -7.380 -8.987 25.577  0.055
N7 -9.070 -12.589 26.380  0.175
C4 -9.452 -12.349 25.089  -0.592
N8 -9.596 -13.466 24.339  0.183
O4 -9.724 -11.220 24.677  -0.048
H13 -9.021 -13.549 26.658  0.093
H14 -9.146 -11.857 27.064  0.111
H15 -10.137 -13.357 23.483  0.080
H16 -9.369 -14.382 24.669  0.105
N9 -3.376 -11.833 26.011  0.163
C5 -4.536 -11.158 25.797  -0.627
N10 -5.241 -10.940 26.938  0.173
O5 -4.782 -10.589 24.732  0.003
H17 -3.146 -12.291 26.870  0.097
H18 -2.677 -11.811 25.289  0.112
H19 -4.978 -11.365 27.805  0.099
H20 -6.066 -10.359 26.919  0.075
C6 -9.589 -12.139 20.490  -0.036
C7 -10.599 -13.282 20.630  -0.442
C8 -10.631 -14.277 19.483  -0.051
O6 -10.260 -14.048 21.804  -0.120
H21 -10.062 -11.261 20.057  0.085
H22 -8.693 -12.505 19.980  0.075
H23 -9.148 -11.884 21.457  0.063
H24 -11.575 -12.972 21.021  0.145
H25 -9.622 -14.388 19.082  0.076
H26 -11.294 -13.926 18.687  0.081
H27 -11.015 -15.249 19.781  0.079
H28 -9.320 -14.270 21.833  0.093
O7 -3.965 -11.800 22.251  -0.073
H29 -4.232 -11.129 22.914  0.007
H30 -4.076 -12.648 22.694  0.043
O8 -4.437 -8.450 22.982  -0.056
H31 -5.115 -8.903 23.490  -0.014
H32 -4.790 -8.412 22.090  0.021
O9 -7.879 -9.628 23.430  -0.075
H33 -7.181 -10.197 23.074  0.021
H34 -8.622 -10.228 23.620  0.006
O10 -6.243 -10.527 21.225  -0.062
H35 -5.620 -11.277 21.276  0.025
H36 -6.228 -10.254 20.302  0.054

Forces on atoms 1 to 2 (eV/Å):
-0.12 0.11 -0.23
0.71 -0.73 -0.06

Entry 6:
Below is 11 unconnected molecules or ions with the total composition C8H38O15 at a distorted geometry, with properties calculated with ωB97M-V/def2-TZVPD.

Summary:
SMILES	OCCO.OCCO.OCCO.OCCO.O.O.O.O.O.O.O
Kohn-Sham gap	10.10	eV
ΔE to the lowest compared entry with this formula, charge and spin	41.8	kcal per mole

Last column: Löwdin charge in e.
Cartesian coordinates (Å):
O1 0.496 -2.238 2.854  -0.057
C1 1.672 -2.829 3.274  -0.235
C2 2.521 -3.563 2.163  -0.203
O2 3.295 -2.713 1.364  -0.077
H1 -0.001 -2.955 2.453  0.080
H2 2.187 -1.968 3.699  0.117
H3 1.360 -3.484 4.087  0.119
H4 1.914 -4.099 1.434  0.118
H5 3.233 -4.275 2.580  0.117
H6 3.210 -3.099 0.489  0.105
O3 -1.551 0.613 0.682  -0.077
C3 -0.245 0.960 1.087  -0.209
C4 0.733 0.470 0.033  -0.208
O4 0.615 1.059 -1.234  -0.099
H7 -1.683 -0.333 0.776  0.030
H8 -0.093 2.024 1.266  0.107
H9 -0.047 0.517 2.063  0.117
H10 0.644 -0.576 -0.259  0.130
H11 1.728 0.699 0.414  0.112
H12 -0.198 0.718 -1.614  0.048
O5 -1.339 3.033 -4.255  -0.056
C5 -2.259 2.611 -3.271  -0.222
C6 -2.546 1.051 -3.245  -0.169
O6 -1.375 0.243 -3.071  -0.100
H13 -1.318 3.990 -4.180  0.086
H14 -1.937 2.956 -2.288  0.106
H15 -3.182 3.160 -3.456  0.114
H16 -2.842 0.712 -4.237  0.117
H17 -3.289 0.794 -2.490  0.111
H18 -1.436 -0.594 -3.537  0.096
O7 -3.254 -4.329 -0.747  -0.040
C7 -2.244 -3.457 -1.034  -0.279
C8 -2.627 -2.062 -0.581  -0.199
O8 -2.363 -1.958 0.832  -0.074
H19 -3.936 -4.186 -1.408  0.099
H20 -1.420 -3.898 -0.473  0.131
H21 -2.095 -3.322 -2.106  0.121
H22 -3.622 -1.751 -0.899  0.131
H23 -1.985 -1.318 -1.053  0.093
H24 -2.777 -2.696 1.287  0.104
O9 -0.049 3.544 3.387  -0.053
H25 0.614 3.126 2.838  -0.023
H26 -0.527 4.120 2.790  0.039
O10 2.284 1.910 2.942  -0.053
H27 2.739 1.123 2.642  -0.044
H28 1.920 1.667 3.793  0.044
O11 3.261 1.821 -2.384  -0.033
H29 2.600 1.674 -1.707  0.014
H30 3.311 2.773 -2.468  0.049
O12 -2.920 1.221 3.036  -0.057
H31 -2.508 0.949 2.216  -0.026
H32 -2.194 1.531 3.578  0.016
O13 1.907 0.032 -3.909  -0.067
H33 1.439 -0.072 -3.081  -0.010
H34 2.558 0.712 -3.733  -0.010
O14 0.642 4.017 -1.097  -0.047
H35 1.274 4.191 -1.794  0.023
H36 0.494 3.072 -1.138  -0.014
O15 3.657 -0.108 2.040  -0.031
H37 3.237 -0.962 1.931  0.004
H38 4.316 -0.250 2.719  0.072

Forces on atoms 1 to 2 (eV/Å):
-1.08 0.25 -1.47
1.01 -0.27 0.00

Question: What is the formula in the third record?
Answer: C8H32O8

Question: Look up the Kohn-Sham gap of the first one.
Answer: 9.30 eV

Question: Number 5 is which compound?
Answer: C8H36N10O10

Question: Look up the Kohn-Sham gap of the fifth one.
Answer: 8.96 eV